Here is the molecule C4H5NO from the OMol25 dataset. Energies are from the ωB97M-V functional and the def2-TZVPD basis.

Spin multiplicity: 1
Strongest force on any atom (eV Å⁻¹): 0.44
Calculated total energy (eV): -7765.927
ΔE to the lowest compared entry with this formula, charge and spin (kJ/mol): 57.8
Frontier orbital gap (eV): 9.251

Last column: Löwdin charge in e.
CARTESIAN COORDINATES (ANGSTROEM)
O 2.13834 0.27372 -0.66305  0.03
C 0.85425 0.07824 -0.22348  -0.35
C 0.05225 1.11942 0.31935  -0.03
C -1.20931 0.60792 0.45464  -0.14
N -1.18111 -0.71054 0.09411  -0.01
C 0.07764 -1.04992 -0.35043  -0.06
H 2.73810 -0.23643 -0.11638  0.10
H 0.38677 2.11181 0.59035  0.11
H -2.14403 1.09597 0.68630  0.11
H -2.00655 -1.20739 -0.19645  0.14
H 0.29364 -2.08279 -0.59496  0.12

Here is the molecule C5H8N2 in a non-equilibrium geometry from the OMol25 dataset. Energies are from the ωB97M-V functional and the def2-TZVPD basis.

Spin multiplicity: 1
Strongest force on any atom (eV Å⁻¹): 3.53
Calculated total energy (eV): -8290.302
ΔE to the lowest compared entry with this formula, charge and spin (kJ/mol): 453.0
Frontier orbital gap (spin up / spin down) (eV): 8.215 / 8.226

Last column: Löwdin charge in e.
CARTESIAN COORDINATES (ANGSTROEM)
C 1.39218 -0.50034 -0.97620  -0.09
C 0.51124 -0.09668 0.19635  -0.29
C -0.31911 1.21696 -0.03108  -0.17
N -1.67934 0.85527 0.34763  -0.08
C -1.49765 -0.21974 1.21387  -0.04
C -0.55551 -1.30431 0.51507  -0.36
N -0.40121 -2.45281 0.24235  0.20
H 0.80112 -0.65992 -1.88347  0.08
H 2.10882 0.31056 -1.16480  0.08
H 1.94699 -1.41565 -0.76076  0.08
H 1.12735 -0.00436 1.09568  0.13
H -0.28397 1.55995 -1.07211  0.12
H 0.07449 2.01817 0.60602  0.12
H -2.22016 0.57031 -0.46341  0.12
H -1.00525 0.12259 2.13486  0.10

Here is a structure of composition C45H46As2N5O4S2Y in a non-equilibrium geometry from the OMol25 dataset. Energies are from the ωB97M-V functional and the def2-TZVPD basis.

Spin multiplicity: 1
Strongest force on any atom (eV Å⁻¹): 3.00
Calculated total energy (eV): -207444.270
ΔE to the lowest compared entry with this formula, charge and spin (kJ/mol): 242.0
Frontier orbital gap (eV): 7.331

Last column: Löwdin charge in e.
CARTESIAN COORDINATES (ANGSTROEM)
Y 17.04784 11.19543 10.67484  1.21
C 20.58163 15.87551 14.60005  -0.10
C 19.34142 15.10887 14.16265  -0.28
N 19.68928 13.78195 13.59109  -0.01
C 19.10700 13.13812 12.56222  -0.77
S 17.55564 13.62674 11.88219  0.52
N 19.93113 12.18867 12.05840  -0.03
N 19.42259 11.33831 11.10719  -0.09
C 20.22057 10.38608 10.69079  -0.27
C 21.54973 10.34300 11.30650  -0.05
C 19.64687 9.30926 9.85363  -0.22
C 20.35220 8.16805 9.50574  0.01
C 19.66447 7.20993 8.80694  -0.04
C 18.31428 7.33281 8.50021  -0.03
C 17.72140 8.47615 8.90285  -0.13
N 18.37682 9.46302 9.49786  0.03
H 20.28675 16.90561 14.78054  0.07
H 21.33708 15.72479 13.77975  0.10
H 20.95627 15.42028 15.51032  0.06
H 18.89941 15.81005 13.44310  0.09
H 18.51826 15.02855 14.96103  0.14
H 20.59066 13.44112 13.87400  0.13
H 21.53417 10.24816 12.43591  0.12
H 21.95881 11.32027 11.13244  0.06
H 22.28311 9.61964 11.03765  0.06
H 21.37032 8.19643 9.78528  0.10
H 20.23730 6.28096 8.58582  0.13
H 17.87183 6.62943 7.83441  0.11
H 16.69752 8.70535 8.71311  0.08
C 16.18238 14.28397 6.46056  -0.43
C 17.65359 13.99843 6.49138  -0.43
As 18.34573 12.53620 7.80610  1.30
C 18.32940 11.05867 6.59370  -0.45
C 19.52117 10.27720 6.55364  -0.12
C 19.48345 9.12583 5.81111  -0.09
C 18.39067 8.74577 4.96775  -0.06
C 17.22907 9.52522 5.09378  -0.09
C 17.21332 10.66937 5.89980  -0.12
C 20.22097 13.13811 7.51423  -0.37
C 20.73528 13.17093 6.20352  -0.11
C 22.04647 13.65099 5.97911  -0.06
C 22.89386 13.84626 7.06938  -0.08
C 22.42520 13.73804 8.37893  -0.09
C 21.10739 13.38653 8.59481  -0.11
As 15.81655 15.27352 8.16851  1.30
C 16.71992 16.95968 7.74159  -0.40
C 17.08236 17.27693 6.43014  -0.13
C 17.81007 18.42339 6.20530  -0.08
C 18.15563 19.31333 7.24494  -0.07
C 17.75832 19.03274 8.53693  -0.09
C 17.07674 17.87102 8.74710  -0.12
C 14.00662 15.67987 7.73575  -0.42
C 13.54796 16.89492 7.18096  -0.08
C 12.20616 16.99330 6.86218  -0.10
C 11.29366 16.01616 7.23110  -0.09
C 11.76007 14.87380 7.87995  -0.09
C 13.10642 14.68380 8.11348  -0.13
H 15.52470 13.42896 6.31058  0.06
H 16.02711 15.07828 5.71517  0.04
H 18.13987 14.96644 6.84880  0.07
H 18.11570 13.68474 5.59368  0.03
H 20.41792 10.49300 7.08434  0.10
H 20.32775 8.50021 5.65764  0.09
H 18.49940 7.83624 4.36024  0.11
H 16.33980 9.27547 4.52757  0.09
H 16.30853 11.33628 5.98422  0.11
H 20.09578 12.91129 5.38109  0.09
H 22.21365 13.81834 4.94673  0.09
H 23.82445 14.36726 6.94979  0.10
H 23.07324 13.80043 9.22006  0.09
H 20.70161 13.24318 9.61894  0.09
H 16.83717 16.64310 5.51390  0.12
H 18.06387 18.70391 5.24292  0.08
H 18.67788 20.20019 6.95906  0.09
H 17.97889 19.72287 9.30830  0.10
H 16.69742 17.64581 9.74247  0.10
H 14.24819 17.66221 6.87819  0.09
H 11.84696 17.87681 6.37163  0.10
H 10.23113 16.14271 6.92919  0.11
H 11.10882 14.11382 8.22865  0.08
H 13.50608 13.84853 8.66169  0.08
C 11.52877 10.05058 4.93712  -0.06
C 12.17447 10.17815 6.24117  -0.31
C 13.43600 9.67865 6.48712  -0.03
C 13.97958 9.67794 7.78765  -0.05
C 13.30690 10.35947 8.76461  -0.26
C 12.10315 10.99294 8.48562  -0.05
C 11.52378 10.95723 7.21740  -0.01
S 14.18100 10.63769 10.31987  0.60
O 15.01908 11.91483 10.20010  -0.50
O 13.12303 10.81368 11.28825  -0.28
N 15.23695 9.54156 10.44358  -0.31
C 15.18979 8.45114 11.37703  -0.16
C 16.51631 8.49342 12.21984  -0.56
O 16.95424 7.47539 12.73293  0.05
O 17.07554 9.73150 12.26087  -0.23
H 12.14316 9.50852 4.21033  0.08
H 11.43723 11.11169 4.45483  0.13
H 10.55871 9.60493 5.06302  0.08
H 13.93551 9.15101 5.70652  0.09
H 14.98079 9.27202 7.98909  0.09
H 11.60544 11.58599 9.20570  0.10
H 10.65465 11.48415 6.87755  0.11
H 15.19363 7.46896 10.94544  0.11
H 14.41704 8.54074 12.15835  0.13

Here is a structure of composition C4H6N4 in a non-equilibrium geometry from the OMol25 dataset. Energies are from the ωB97M-V functional and the def2-TZVPD basis.

Spin multiplicity: 1
Strongest force on any atom (eV Å⁻¹): 5.44
Calculated total energy (eV): -10199.992
ΔE to the lowest compared entry with this formula, charge and spin (kJ/mol): 573.9
Frontier orbital gap (eV): 8.988

Last column: Löwdin charge in e.
CARTESIAN COORDINATES (ANGSTROEM)
C 0.64247 2.29872 1.11781  -0.07
C 1.17295 -0.39175 1.07582  -0.15
C -0.00936 -0.94499 0.34827  -0.22
C -0.32577 0.35341 -0.05248  -0.18
H 1.65687 2.88594 1.10481  0.10
H -0.01547 2.21940 1.98409  0.06
H -0.07223 2.81038 0.32925  0.11
H 1.07252 -0.42446 2.21436  0.13
H 2.22231 -0.82576 0.97767  0.13
H -0.26998 -2.85281 -0.97904  0.19
N 0.90269 0.92700 0.53395  -0.14
N -0.46295 -1.83233 -0.60894  0.05
N -1.23401 -0.96608 -1.55439  -0.04
N -1.13083 0.19926 -1.30887  0.02

Here is a cluster of 2 separate species, C8H16BN4O in total in a non-equilibrium geometry from the OMol25 dataset. Energies are from the ωB97M-V functional and the def2-TZVPD basis.

Spin multiplicity: 1
Strongest force on any atom (eV Å⁻¹): 2.46
Calculated total energy (eV): -17234.638
Net charge: +1
Frontier orbital gap (eV): 11.045

Last column: Löwdin charge in e.
CARTESIAN COORDINATES (ANGSTROEM)
C -3.99386 0.82916 2.48044  0.01
B -4.27114 -0.06065 1.20033  -0.43
O -5.46842 -0.60134 0.91481  0.19
C -3.01999 -0.34290 0.23972  -0.09
C -2.43808 0.47184 -0.65679  0.05
N -1.39363 -0.25869 -1.16576  -0.12
N -0.49954 0.26530 -2.13351  0.13
C -1.32368 -1.44545 -0.64054  -0.03
N -2.33765 -1.52484 0.22922  0.16
H -2.93810 0.72341 2.73874  0.07
H -4.13916 1.89056 2.26566  0.08
H -4.57028 0.49646 3.34270  0.07
H -6.13923 -0.13187 1.42747  0.13
H -2.70388 1.47131 -0.93228  0.15
H 0.28884 0.66586 -1.58507  0.01
H -0.09710 -0.54381 -2.60159  0.10
H -0.59371 -2.19761 -0.86078  0.16
H -2.54823 -2.33686 0.78643  0.19
C 4.37565 -0.92262 -1.19589  -0.11
C 4.76705 0.41826 -0.58476  -0.25
C 3.79767 0.88555 0.50775  -0.17
C 2.47321 1.19112 -0.02314  -0.17
N 1.43550 1.44427 -0.44476  0.16
H 3.41676 -0.85942 -1.71602  0.06
H 5.12329 -1.24040 -1.92093  0.08
H 4.30054 -1.69662 -0.42948  0.08
H 4.83443 1.17160 -1.37103  0.12
H 5.76024 0.32981 -0.14398  0.11
H 4.19300 1.78303 0.98690  0.13
H 3.70952 0.12551 1.28614  0.13

Here is the ion C3H6NO2 with charge +1 in a non-equilibrium geometry from the OMol25 dataset. Energies are from the ωB97M-V functional and the def2-TZVPD basis.

Spin multiplicity: 3
Strongest force on any atom (eV Å⁻¹): 4.82
Calculated total energy (eV): -8780.022
Net charge: +1
ΔE to the lowest compared entry with this formula, charge and spin (kJ/mol): 95.8
Frontier orbital gap (spin up / spin down) (eV): 7.483 / 7.968
⟨S²⟩: 2.01

Last column: Löwdin charge in e.
CARTESIAN COORDINATES (ANGSTROEM)
C -0.76418 0.81533 -0.55895  -0.33
C 0.39296 -0.19129 -0.39855  -0.10
C -1.09836 -0.22352 0.49047  -0.22
N 1.63602 0.20717 0.22071  0.19
O -1.15120 1.62951 -1.34465  0.24
O -1.87869 -1.23801 0.36462  0.11
H 0.60669 -0.78928 -1.39514  0.20
H -0.89046 0.10753 1.53064  0.16
H 2.28016 0.92639 -0.22364  0.21
H 2.18258 -0.63074 0.32757  0.16
H 1.34916 0.49418 1.20243  0.20
H -2.66468 -1.10727 -0.21550  0.18

Here is the ion C23H30N3O2S with charge +1 from the OMol25 dataset. Energies are from the ωB97M-V functional and the def2-TZVPD basis.

Spin multiplicity: 1
Strongest force on any atom (eV Å⁻¹): 0.76
Calculated total energy (eV): -43733.184
Net charge: +1
ΔE to the lowest compared entry with this formula, charge and spin (kJ/mol): 0.0
Frontier orbital gap (eV): 8.007

Last column: Löwdin charge in e.
CARTESIAN COORDINATES (ANGSTROEM)
C -1.15534 -5.08765 0.19046  0.02
C -1.15577 -3.62130 0.46146  -0.37
O -1.97083 -3.07815 1.19011  0.08
C -0.10730 -2.80153 -0.19364  -0.17
C 0.10799 -2.84093 -1.56634  -0.02
C 0.97843 -1.93244 -2.14031  -0.08
C 1.64202 -1.00576 -1.35424  -0.44
C 1.49446 -0.99515 0.04124  -0.21
C 0.59410 -1.89448 0.60051  0.05
N 2.20105 -0.06808 0.80081  -0.06
C 1.70746 0.38113 2.08291  -0.14
C 0.27893 0.94400 1.97192  -0.12
C 0.13818 1.88511 0.77418  -0.10
N -1.22872 1.85316 0.21614  -0.12
C -2.18145 2.72599 0.92752  -0.08
C -3.61498 2.31323 0.53494  -0.13
N -3.68294 1.78435 -0.81024  -0.18
C -4.07679 0.41140 -1.00081  -0.15
C -3.00605 -0.67692 -0.78250  -0.19
O -2.39928 -0.52638 0.49332  -0.10
C -2.72084 2.37042 -1.69446  -0.13
C -1.25201 2.15908 -1.23099  -0.08
C 3.53200 0.21475 0.44313  -0.22
C 4.54302 0.31218 1.39432  -0.01
C 5.83801 0.61903 1.01360  -0.07
C 6.15444 0.80725 -0.32051  -0.07
C 5.16797 0.67852 -1.28200  -0.09
C 3.87075 0.39348 -0.89601  -0.44
S 2.60462 0.25717 -2.13595  1.05
H -0.19932 -5.51132 0.49468  0.11
H -1.96334 -5.57324 0.73129  0.10
H -1.26484 -5.27090 -0.87663  0.09
H -0.43232 -3.53376 -2.19077  0.12
H 1.12739 -1.91399 -3.20840  0.11
H 0.44019 -1.92437 1.66760  0.13
H 2.37293 1.18043 2.41375  0.13
H 1.72133 -0.40944 2.84273  0.13
H 0.04531 1.45014 2.90816  0.12
H -0.42379 0.11909 1.85439  0.09
H 0.39334 2.91377 1.03807  0.15
H 0.82402 1.55970 -0.01238  0.11
H -1.61090 0.86972 0.34590  0.12
H -1.97608 3.76245 0.65078  0.14
H -2.04068 2.61434 2.00201  0.14
H -3.98750 1.56046 1.22938  0.13
H -4.26334 3.19556 0.61125  0.13
H -4.90858 0.21901 -0.32135  0.13
H -4.44950 0.30636 -2.02301  0.13
H -2.22946 -0.62436 -1.55959  0.12
H -3.49381 -1.65015 -0.85949  0.13
H -2.23643 -1.41830 0.88707  0.06
H -2.85274 1.96004 -2.69513  0.13
H -2.92896 3.44405 -1.74591  0.13
H -0.66717 3.06367 -1.41111  0.14
H -0.77794 1.33182 -1.76193  0.12
H 4.32267 0.13933 2.43591  0.11
H 6.60415 0.70099 1.76833  0.11
H 7.16363 1.04498 -0.61515  0.11
H 5.39061 0.81241 -2.32900  0.11